[1]
This record from the OMol25 dataset describes a structure of composition C50H61AsN2O3SeW. The level of theory is ωB97M-V/def2-TZVPD.

Output
Multiplicity ... 1
E ... -6979.886432 a.u.
Net charge ... +4
ΔE to the lowest compared entry with this formula, charge and spin ... 2.019 eV
LUMO level ... -0.467 Eh

Last column: Löwdin charge in e.
Element x y z (Å)
W 0.7300 -0.7204 1.1359  1.744
C -5.4626 -3.1713 -2.7666  -0.008
C -5.2535 -1.7595 -2.1884  -0.550
C -5.2160 -0.7027 -3.2813  -0.048
C -6.5084 -1.4176 -1.3693  -0.030
C -4.0941 -1.7171 -1.2353  -0.079
C -3.1650 -0.6638 -1.2478  -0.010
C -2.1730 -0.6631 -0.3390  -0.409
Se -0.8376 0.6398 -0.3319  1.341
C 0.1894 0.6025 -1.8456  -0.435
C -0.1708 1.1151 -2.9872  -0.050
C 0.7463 1.2755 -4.0529  -0.034
C 2.0686 1.1486 -3.6346  0.034
C 2.5880 0.7110 -2.4717  -0.066
C 1.5515 0.3491 -1.5822  -0.244
O 1.7169 -0.1652 -0.3035  -0.334
C 4.1044 0.4530 -2.4122  -0.482
C 4.5062 -0.8234 -3.2421  -0.016
C 4.5127 0.1900 -0.9151  -0.046
C 4.9321 1.6082 -3.0130  -0.033
C 0.2414 2.0184 -5.3717  -0.489
C 1.4064 2.0322 -6.4057  -0.045
C 0.1236 3.5358 -5.0213  -0.021
C -0.9976 1.3620 -5.9683  -0.033
C -2.1460 -1.5554 0.6708  -0.269
O -0.9650 -1.3849 1.4674  -0.305
C -2.9879 -2.5865 0.7939  -0.131
C -3.8974 -2.6581 -0.1830  0.080
C -2.8306 -3.6701 1.8202  -0.423
C -4.1362 -4.5944 1.9753  0.007
C -2.3485 -3.0642 3.2602  -0.021
C -1.6477 -4.6404 1.4586  -0.039
H -6.1119 -3.1729 -3.5890  0.083
H -5.8538 -3.8313 -2.0209  0.083
H -4.5098 -3.5452 -3.1087  0.094
H -6.0689 -0.8145 -3.9329  0.097
H -4.3550 -0.8252 -3.9299  0.093
H -5.4320 0.2797 -2.8112  0.103
H -7.3704 -1.6664 -1.9752  0.106
H -6.5127 -0.3901 -0.9631  0.105
H -6.6353 -2.0689 -0.5143  0.083
H -3.0869 0.0927 -2.0162  0.113
H -1.1776 1.3920 -3.1001  0.116
H 2.8433 1.4895 -4.2351  0.087
H 4.1729 -1.6705 -2.6305  0.058
H 5.6056 -0.8848 -3.4685  0.121
H 3.9895 -0.9948 -4.2032  0.100
H 4.0775 -0.6846 -0.3182  0.082
H 4.4860 1.0740 -0.2473  0.064
H 5.5602 -0.1788 -0.9126  0.101
H 4.7271 1.7143 -4.1005  0.096
H 6.0190 1.5294 -2.8330  0.114
H 4.5243 2.5944 -2.6915  0.096
H 2.3348 2.4614 -5.9065  0.095
H 1.1573 2.7152 -7.2171  0.106
H 1.7230 1.0882 -6.7551  0.077
H 0.9594 4.0539 -5.3585  0.053
H -0.1347 3.6633 -3.9497  0.082
H -0.7851 4.0161 -5.5404  0.129
H -0.8679 0.3049 -5.8513  0.079
H -1.1993 1.5231 -7.0340  0.110
H -1.8908 1.6547 -5.4210  0.080
H -4.6920 -3.3736 -0.1569  0.114
H -4.9186 -4.1128 2.4875  0.081
H -3.7146 -5.4539 2.4420  0.074
H -4.4627 -4.9299 0.9521  0.100
H -2.7358 -2.0726 3.6056  0.094
H -1.2796 -3.0170 3.2635  0.035
H -2.6820 -3.7313 4.0606  0.093
H -1.8135 -5.2013 0.4945  0.112
H -1.5611 -5.3929 2.2802  0.110
H -0.7037 -4.0711 1.3229  0.051
C 1.5709 -3.1317 -1.1864  0.054
C 2.0093 -3.2761 0.2674  -0.269
N 1.7454 -2.5083 1.3414  -0.112
C 2.4328 -2.9704 2.4399  -0.069
C 3.1027 -4.0911 2.0706  0.024
N 2.7921 -4.3172 0.7289  0.176
H 0.8060 -2.3897 -1.3224  0.062
H 1.1299 -4.0427 -1.6504  0.131
H 2.4556 -2.9028 -1.7416  0.078
H 2.4902 -2.3672 3.3194  0.115
H 3.8524 -4.7393 2.4508  0.142
H 3.1557 -5.0288 0.1164  0.188
O 1.1688 0.2133 2.5186  -0.484
As 0.8499 2.1509 3.4975  1.543
C 1.5971 3.0923 2.0189  -0.326
C 2.9287 2.8031 1.8156  -0.128
C 3.6673 3.4770 0.8783  -0.043
C 3.1342 4.5567 0.1758  0.011
C 1.7963 4.8779 0.3871  -0.025
C 1.0344 4.1507 1.2845  -0.064
C -0.8936 2.3563 3.7832  -0.373
C -1.7972 2.6607 2.7453  -0.061
C -3.1186 2.8199 3.1430  -0.019
C -3.4958 2.8915 4.4627  0.014
C -2.5904 2.5531 5.4399  -0.009
C -1.2806 2.2588 5.1329  -0.038
C 2.0399 1.7736 4.8702  -0.386
C 2.8623 2.8283 5.3141  -0.049
C 3.7605 2.5195 6.3255  -0.026
C 3.8933 1.2307 6.7955  0.010
C 2.9513 0.2361 6.4362  -0.016
C 2.0010 0.5528 5.4908  -0.122
H 3.3818 2.0227 2.3691  0.101
H 4.7069 3.1746 0.7575  0.128
H 3.7232 5.0392 -0.5814  0.129
H 1.3120 5.7852 -0.0096  0.143
H -0.0147 4.4143 1.4418  0.113
H -1.5184 2.6473 1.7032  0.064
H -3.8806 2.9925 2.4384  0.117
H -4.4876 3.2104 4.6977  0.139
H -2.9944 2.5246 6.4527  0.145
H -0.5252 2.1069 5.8822  0.113
H 2.7453 3.7918 4.8545  0.118
H 4.3704 3.3857 6.6182  0.145
H 4.6852 1.0473 7.5210  0.139
H 2.8606 -0.7252 6.9169  0.126
H 1.3796 -0.3003 5.0592  0.129

=====

[2]
This record from the OMol25 dataset describes a structure of composition C12H21B2F14N2O5PSYb. The level of theory is ωB97M-V/def2-TZVPD.

Output
Multiplicity ... 1
E ... -4300.642107 a.u.
Net charge ... +2
ΔE to the lowest compared entry with this formula, charge and spin ... 14.872 eV
LUMO level ... -0.353 Eh

Last column: Löwdin charge in e.
Element x y z (Å)
C -3.7198 -2.8687 0.6397  -0.065
O -3.6050 -1.7821 -0.3561  -0.052
B -2.5918 -2.1055 -1.3909  -0.395
O -2.5606 -3.5372 -1.8413  0.014
C -1.5481 -0.9665 -1.9535  -0.134
C -1.5594 0.4414 -1.0824  -0.109
O -0.6474 1.4742 -1.6383  -0.218
C 0.6091 1.5418 -0.8253  -0.411
C 0.4613 2.6193 0.4456  -0.133
C 0.8505 1.7901 1.8326  -0.081
C 0.3264 2.4839 3.2073  -0.174
F -1.0822 2.9598 2.9336  -0.007
F 1.1127 3.7593 3.4037  0.003
C 0.2752 1.5941 4.5454  -0.101
F 0.4996 2.5011 5.7318  0.043
F -1.1214 1.0663 4.7028  0.039
C 1.3298 0.3561 4.7118  -0.123
F 0.9362 -0.6918 3.7478  0.026
F 0.9759 -0.2201 6.0697  0.038
C 2.8996 0.7393 4.7998  -0.188
F 3.3249 1.9000 3.9303  0.008
F 3.1249 1.2499 6.2065  0.033
S 4.1530 -0.5977 4.5200  1.087
F 3.7187 -0.8827 2.8928  -0.192
F 5.2760 0.6422 4.0177  -0.193
F 4.7694 -0.3418 6.1369  -0.187
F 3.2043 -1.8595 5.1544  -0.164
F 5.4216 -1.7403 4.3158  -0.174
P 2.1118 2.0659 -1.9243  0.764
N 3.1058 0.7698 -2.0984  -0.403
N -1.7362 -0.5807 -3.4036  0.065
B -3.1398 -0.8486 -3.9127  -0.508
O -3.5766 -1.9832 -4.7494  0.082
O -4.1928 0.1467 -3.5389  0.105
C -0.6607 -1.1386 -4.3088  -0.231
C -0.5978 -0.3603 -5.7784  -0.004
F -0.6736 -2.6266 -4.4385  -0.234
H -4.3468 -3.7619 0.2170  0.115
H -4.1570 -2.4291 1.6399  0.134
H -2.6422 -3.2778 0.8785  0.111
H -3.5183 -3.7688 -2.0387  0.135
H -0.4549 -1.4264 -1.8317  0.153
H -2.6756 0.8588 -1.1460  0.174
H -1.3726 0.2350 0.0732  0.154
H 0.8530 0.4420 -0.4479  0.123
H -0.6509 2.9830 0.4112  0.136
H 1.1757 3.5564 0.2725  0.119
H 0.2795 0.7474 1.7323  0.127
H 1.9988 1.5764 1.7662  0.140
H 2.8651 3.0898 -1.2183  0.028
H 1.6818 2.5556 -3.2409  0.016
H 4.0493 1.0092 -1.6724  -0.030
H -3.0084 -2.0705 -5.5894  0.125
H -4.8774 0.0706 -4.2697  0.135
H 0.3795 -0.8784 -3.7851  0.167
H -0.8063 -1.0960 -6.6773  0.106
H -1.2990 0.5878 -5.8237  0.133
H 0.5116 0.0333 -5.9423  0.116
Yb 0.5414 -4.0062 -4.0128  1.757

=====

[3]
This record from the OMol25 dataset describes the molecule C2H6N2. The level of theory is ωB97M-V/def2-TZVPD.

Output
Multiplicity ... 1
E ... -189.213217 a.u.
Structure (SMILES) ... CC1NN1
ΔE to the lowest compared entry with this formula, charge and spin ... 3.166 eV
LUMO level ... 0.047 Eh

Last column: Löwdin charge in e.
Element x y z (Å)
C -1.2243 -0.0454 -0.1815  -0.050
C 0.2072 -0.4923 -0.0033  -0.445
N 1.1191 0.5395 -0.4068  -0.050
N 1.0084 0.1211 0.9516  -0.060
H -2.0706 -0.7307 0.0365  0.081
H -1.3046 0.1500 -1.2256  0.057
H -1.3434 0.8824 0.3598  0.072
H 0.6894 -1.4879 -0.2397  0.150
H 2.0946 0.1389 -0.8312  0.146
H 0.8243 0.9244 1.5403  0.100

=====

[4]
This record from the OMol25 dataset describes the molecule C5H4O2. The level of theory is ωB97M-V/def2-TZVPD.

Output
Multiplicity ... 1
E ... -343.303868 a.u.
Structure (SMILES) ... C=C/C=C1/OC1=O
ΔE to the lowest compared entry with this formula, charge and spin ... 2.408 eV
LUMO level ... -0.005 Eh

Last column: Löwdin charge in e.
Element x y z (Å)
C 0.1395 1.7713 -0.0304  0.024
C -0.2660 0.9880 0.9700  -0.170
C -0.3206 -0.4821 0.9273  -0.033
C -0.0270 -1.1877 -0.1496  -0.111
O 0.0232 -2.5717 -0.5203  0.162
C 0.3455 -1.6061 -1.4399  -0.384
O 0.6930 -1.5390 -2.5704  0.172
H 0.4761 1.3645 -0.9821  0.066
H 0.1467 2.8517 0.0698  0.058
H -0.5899 1.4370 1.9060  0.096
H -0.6203 -1.0260 1.8196  0.121